Record 1
{
  "formula": "C5H7NO",
  "method": "the ωB97M-V functional and the def2-TZVPD basis",
  "homo_lumo_gap_ev": 9.0,
  "lumo_ev": 0.6239,
  "relative_energy_kcal_mol": 96.0,
  "energy_ha": -324.57142,
  "elements": ["C", "C", "C", "C", "C", "N", "O", "H", "H", "H", "H", "H", "H", "H"],
  "positions_angstrom": [[0.3676, -0.9363, 0.9606], [-1.0170, -2.4818, 0.1200], [1.1273, -0.5072, 1.9209], [0.0950, -0.5639, -0.5285], [-0.6316, 0.7868, -0.6252], [-0.9420, -1.6519, -0.9184], [-1.5988, -3.4595, 0.4813], [1.5805, 0.4992, 2.0784], [0.9227, -0.9522, 2.9801], [0.9060, -0.5528, -1.3617], [-1.5051, 0.8419, -0.0462], [-0.9014, 0.9871, -1.6744], [0.1039, 1.4334, -0.3424], [-0.9433, -1.9100, -1.8880]]
}

Record 2
{
  "formula": "C5H7NO",
  "method": "the ωB97M-V functional and the def2-TZVPD basis",
  "homo_lumo_gap_ev": 10.3,
  "lumo_ev": 0.6490,
  "smiles": "C=C=CC=O.C=N",
  "relative_energy_kcal_mol": 72.0,
  "energy_ha": -324.60977,
  "elements": ["C", "C", "C", "C", "O", "H", "H", "H", "H", "C", "N", "H", "H", "H"],
  "positions_angstrom": [[0.1225, 2.4368, 0.3300], [-0.0567, 1.4387, -0.4856], [-0.2456, 0.4189, -1.2892], [0.6014, -0.7982, -1.2035], [1.5792, -0.8994, -0.4920], [-0.3838, 2.4450, 1.2922], [0.7829, 3.2664, 0.0838], [-1.0628, 0.4181, -2.0079], [0.2815, -1.6325, -1.8546], [-0.4530, -1.7665, 1.6827], [-1.1862, -1.9252, 0.6613], [0.5733, -1.4210, 1.5340], [-0.7784, -1.9456, 2.7157], [-2.1189, -2.2454, 0.9309]]
}

Record 3
{
  "formula": "C5H7NO",
  "method": "the ωB97M-V functional and the def2-TZVPD basis",
  "homo_lumo_gap_ev": 9.4,
  "lumo_ev": 0.8717,
  "smiles": "CC(=C=N)CC=O",
  "relative_energy_kcal_mol": 41.8,
  "energy_ha": -324.65788,
  "elements": ["C", "C", "C", "N", "C", "C", "O", "H", "H", "H", "H", "H", "H", "H"],
  "positions_angstrom": [[1.4554, 1.2123, 0.2296], [0.4626, 0.0764, 0.2161], [0.0840, -0.5265, 1.3203], [-0.2193, -1.1620, 2.3280], [-0.1502, -0.3515, -1.0946], [-1.6377, -0.6389, -1.0372], [-2.3174, -0.5952, -0.0408], [1.8777, 1.3609, 1.2271], [0.9846, 2.1532, -0.0840], [2.2855, 1.0116, -0.4590], [-1.0674, -0.8041, 2.7701], [0.0012, 0.4295, -1.8541], [0.3327, -1.2503, -1.5098], [-2.0917, -0.9156, -2.0118]]
}

Record 4
{
  "formula": "C5H7NO",
  "method": "the ωB97M-V functional and the def2-TZVPD basis",
  "homo_lumo_gap_ev": 10.7,
  "lumo_ev": 0.6587,
  "smiles": "C[C@@]1(O)C[C@H]1C#N",
  "relative_energy_kcal_mol": 39.9,
  "energy_ha": -324.66092,
  "elements": ["C", "C", "O", "C", "C", "C", "N", "H", "H", "H", "H", "H", "H", "H"],
  "positions_angstrom": [[-0.6251, -1.0263, 1.0755], [0.1130, 0.2199, 0.5336], [0.0474, 1.2601, 1.4725], [1.2256, 0.3499, -0.4798], [-0.2081, 0.5964, -0.9164], [-0.7666, -0.4085, -1.7827], [-1.1273, -1.2797, -2.4549], [-1.1169, -0.7066, 2.0045], [-0.0096, -1.9106, 1.2928], [-1.4417, -1.3329, 0.4002], [0.8284, 1.8190, 1.3639], [1.7954, -0.4869, -0.8770], [1.7965, 1.2804, -0.5434], [-0.5111, 1.6260, -1.0890]]
}

Record 5
{
  "formula": "C5H7NO",
  "method": "the ωB97M-V functional and the def2-TZVPD basis",
  "homo_lumo_gap_ev": 8.5,
  "lumo_ev": -0.0988,
  "relative_energy_kcal_mol": 154.9,
  "energy_ha": -324.47758,
  "elements": ["N", "C", "O", "C", "C", "C", "C", "H", "H", "H", "H", "H", "H", "H"],
  "positions_angstrom": [[1.6286, -1.8095, -0.3340], [0.9595, -0.7490, -0.4340], [1.4198, 0.4564, -0.9578], [0.3819, 1.3292, -0.8406], [-0.8884, 0.6862, -0.7877], [-1.3665, -0.8267, -1.0763], [-0.4475, -0.5046, -0.0045], [2.5828, -1.7075, -0.6717], [0.6096, 2.3409, -1.1647], [0.3668, 1.3210, 0.8662], [-1.7104, 1.2778, -0.3993], [-1.0554, -1.4400, -1.9227], [-2.4422, -0.8264, -0.9128], [-0.0134, 0.4465, 1.1313]]
}